Entry 1:
A cluster of 5 separate species, C26H42F3N2O6 in total. Source: the OMol25 dataset; level of theory: wB97M-V/def2-TZVPD.

```
79
C26H42F3N2O6 wB97M-V/def2-TZVPD
F -1.78 -4.94 3.01
F 5.64 -1.19 3.83
F 1.15 -6.91 4.78
O -0.11 -7.03 6.57
O 1.12 0.78 2.93
O -5.35 2.36 -2.97
O -1.36 -7.00 3.52
O -0.35 2.29 -2.34
O 2.77 0.26 -4.67
N 2.30 -2.46 4.50
N -0.60 -5.41 4.96
C 1.81 -3.01 3.38
C 4.39 1.76 -5.52
C 1.08 0.56 1.51
C -7.69 2.11 -3.22
C 3.44 0.63 -5.88
C 0.13 -6.54 5.54
C -7.28 3.46 -3.78
C 1.88 -2.79 5.72
C -5.92 3.67 -3.15
C -0.39 2.06 -3.76
C -1.80 2.41 -4.21
C -0.71 2.01 2.06
C 5.02 -3.35 4.60
C 0.38 -4.38 4.73
C 4.74 1.42 -4.07
C -6.36 1.37 -3.19
C 0.91 -3.77 5.89
C 4.63 -2.11 3.79
C -0.33 0.92 1.06
C 3.43 0.87 -3.55
C -2.19 3.50 -3.23
C -0.05 1.51 3.34
C -1.52 3.01 -1.95
C -1.26 -5.86 3.79
C 0.84 -3.99 3.47
C 3.36 -1.43 4.37
H 3.56 0.13 -2.76
H 1.34 -0.47 1.29
H 0.46 -4.45 2.56
H -6.31 0.62 -2.39
H -1.84 2.72 -5.26
H -2.46 1.55 -4.09
H 0.24 2.32 4.01
H -0.37 1.24 0.02
H -7.18 3.40 -4.87
H 3.98 -0.24 -6.24
H 2.70 0.92 -6.63
H -7.98 4.26 -3.55
H 4.44 -4.23 4.30
H -5.25 4.27 -3.76
H 4.84 -3.20 5.67
H 0.56 -4.06 6.87
H -0.71 0.82 3.88
H 5.51 0.64 -4.05
H -3.26 3.63 -3.12
H 5.11 2.27 -3.50
H -1.75 4.45 -3.54
H 0.35 2.71 -4.23
H -1.24 3.83 -1.28
H -0.99 0.06 1.18
H -0.27 2.96 1.76
H 6.08 -3.56 4.40
H -2.18 2.33 -1.40
H -8.45 1.59 -3.81
H 2.78 1.67 -3.17
H 3.60 -1.05 5.36
H -1.79 2.15 2.17
H 1.82 1.22 1.04
H -8.08 2.23 -2.21
H 2.20 -2.65 2.43
H 5.25 1.82 -6.18
H 2.29 -2.33 6.61
H -0.13 1.02 -3.97
H 3.87 2.72 -5.55
H -6.16 0.88 -4.14
H -6.00 4.13 -2.16
H 4.48 -2.40 2.74
H 2.98 -0.65 3.70
```

The net charge is +1. Its max |F| is 2.221 eV/Å. The HOMO-LUMO gap is 6.217 eV. As for the energy: -1876.15594 Ha. The calculation puts the LUMO energy at -4.68 eV.

=====

Entry 2:
A structure of composition C26H42F3N3O5S. Source: the OMol25 dataset; level of theory: wB97M-V/def2-TZVPD.

```
80
C26H42F3N3O5S wB97M-V/def2-TZVPD
S 1.17 -1.99 -1.21
F -4.81 -3.51 1.50
F -3.69 -4.03 3.35
F -3.50 -5.22 1.54
O 5.63 -2.66 2.35
O -3.63 0.42 -1.46
O 0.89 3.62 -2.79
O -2.03 1.41 1.60
O 3.98 1.17 -1.30
N 0.19 -3.27 -1.02
N -4.52 -1.39 3.19
N 0.61 -0.88 -0.18
C -4.22 -0.87 -1.51
C -2.29 -1.70 2.03
C -0.64 -2.83 -0.06
C -0.88 4.91 -3.69
C 6.57 -3.27 1.46
C -2.22 1.50 0.19
C 4.54 2.71 0.42
C -4.70 -1.07 -2.99
C -3.67 1.00 -0.16
C 0.40 5.25 -4.44
C -0.52 3.59 -3.04
C -5.10 -0.83 4.44
C 3.11 2.97 -0.02
C 4.78 1.31 -0.11
C 5.78 -4.19 0.54
C 3.06 2.28 -1.37
C -3.62 -3.95 2.02
C 1.46 4.73 -3.48
C 4.30 -2.92 1.88
C -2.50 -3.05 1.49
C -3.09 -1.06 3.17
C -1.73 -3.60 0.50
C 4.44 -3.47 0.47
C -0.96 0.51 1.92
C -0.44 -1.48 0.44
C -1.27 -0.94 1.48
H 0.44 4.69 -5.38
H -0.86 0.56 3.02
H 4.49 -2.65 -0.25
H -2.98 0.04 3.19
H -4.33 1.89 -0.15
H 0.51 6.31 -4.66
H -3.47 -1.65 -1.29
H -4.99 -0.97 2.40
H 2.41 2.49 0.67
H 3.61 -4.12 0.18
H -0.73 2.75 -3.71
H -5.38 -1.93 -3.08
H 2.37 4.41 -3.99
H 6.25 -4.33 -0.43
H -2.18 2.55 -0.17
H -1.76 4.85 -4.33
H 4.45 0.55 0.60
H 7.06 -2.47 0.89
H 5.65 -5.17 1.01
H -4.01 0.28 0.62
H -2.65 -1.43 4.12
H -4.32 -0.43 5.11
H -1.49 0.93 -0.41
H 5.21 3.42 -0.07
H -5.26 -0.16 -3.24
H -5.11 -0.96 -0.85
H 2.07 1.91 -1.62
H -5.76 0.02 4.19
H 4.69 2.79 1.50
H 3.84 -3.65 2.55
H 2.85 4.03 -0.08
H -0.05 0.85 1.39
H -1.89 -4.60 0.11
H 7.33 -3.80 2.03
H -3.82 -1.20 -3.65
H -1.07 5.67 -2.92
H -1.06 3.42 -2.10
H -5.65 -1.60 5.01
H 3.40 2.94 -2.17
H 1.73 5.49 -2.74
H 3.71 -2.00 1.92
H 5.83 1.12 -0.36
```

Its max |F| is 2.173 eV/Å. The HOMO-LUMO gap is 8.140 eV. As for the energy: -2254.05590 Ha. The calculation puts the LUMO energy at -0.87 eV.

=====

- Which formula does entry 1 have?
  C26H42F3N2O6

=====

- Which value of energy does entry 1 give?
  -1876.15594 Ha

=====

- Which value of max |F| does entry 1 give?
  2.221 eV/Å